#P
Density functional theory data (ωB97M-V with the def2-TZVPD basis set) for the molecule C8H14NO3P.

Positions of all 27 atoms, in Å:
C  2.397  -1.651  -0.972
C  2.253  -0.271  -1.057
C  2.207  -2.039  0.317
C  1.959  0.075  0.227
C  -2.164  -2.053  0.434
C  -1.761  -0.657  -0.124
C  -1.994  0.558  0.824
C  1.658  1.454  0.612
N  -1.459  1.700  0.207
O  0.154  3.574  0.139
O  1.937  -0.960  1.046
O  0.395  1.828  -1.616
P  0.127  1.944  -0.041
H  2.483  -2.314  -1.821
H  2.324  0.452  -1.789
H  2.422  -2.997  0.791
H  -3.299  -2.019  0.722
H  -1.771  -2.853  -0.240
H  -1.729  -2.075  1.486
H  -2.384  -0.428  -0.891
H  -0.660  -0.873  -0.240
H  -3.097  0.743  0.774
H  -1.513  0.343  1.842
H  1.619  1.567  1.675
H  -2.012  2.109  -0.545
H  1.021  3.805  -0.151
H  0.887  1.037  -1.608

Values from the calculation:
LUMO level: 0.0268 Ha
charge: 0
SMILES: CCCNP(O)(O)=Cc1ccco1
orbital gap: 8.338 eV
spin multiplicity: 1

#Q
Density functional theory data (ωB97M-V with the def2-TZVPD basis set) for a structure of composition C8H14NO3P.

Positions of all 27 atoms, in Å:
C  2.985  1.312  -0.603
C  1.718  0.557  -0.856
C  3.036  1.388  0.762
C  1.112  0.416  0.450
C  -4.917  -0.463  -0.131
C  -3.522  -0.983  -0.432
C  -2.577  -0.325  0.585
C  -0.087  0.105  0.930
N  -1.175  -0.591  0.293
O  5.401  -0.658  0.313
O  1.995  0.837  1.437
O  3.903  -1.537  -1.354
P  4.739  -0.321  -1.175
H  3.544  1.978  -1.171
H  1.914  -0.402  -1.231
H  3.725  1.868  1.490
H  -5.509  -1.038  -0.754
H  -5.271  -0.512  0.813
H  -5.194  0.604  -0.257
H  -3.122  -0.704  -1.399
H  -3.450  -2.094  -0.230
H  -2.876  0.830  0.617
H  -2.690  -0.689  1.640
H  -0.201  0.317  2.024
H  -0.842  -0.612  -0.745
H  6.229  -0.351  0.548
H  1.130  1.068  -1.563

Values from the calculation:
LUMO level: 0.0053 Ha
charge: 0
orbital gap: 7.654 eV
spin multiplicity: 1

Energy ordering: #P at the bottom, the next structure 0.0202 hartree above.

#P
Density functional theory data (ωB97M-V with the def2-TZVPD basis set) for the molecule C20H24N2O4.

Positions of all 50 atoms, in Å:
C  -6.113  -3.009  0.988
C  -6.262  -1.597  1.543
C  -7.305  -0.771  0.789
C  -6.841  -0.246  -0.574
O  -5.981  0.870  -0.449
C  -4.628  0.737  -0.395
C  -3.894  -0.407  -0.685
C  -2.511  -0.388  -0.626
C  -1.822  0.770  -0.284
C  -2.557  1.920  0.004
C  -3.932  1.898  -0.048
H  -4.503  2.786  0.173
H  -2.046  2.826  0.282
N  -0.418  0.776  -0.252
C  0.365  1.643  0.441
O  0.006  2.569  1.130
C  1.819  1.233  0.217
H  2.452  2.110  0.094
C  1.770  0.312  -1.004
C  2.823  -0.787  -0.904
O  2.580  -1.910  -0.520
N  4.057  -0.382  -1.276
H  4.217  0.587  -1.502
C  5.231  -1.219  -1.099
C  6.085  -0.727  0.022
C  6.006  -0.918  1.371
C  7.057  -0.158  1.940
C  7.692  0.440  0.897
O  7.110  0.107  -0.267
H  8.538  1.097  0.853
H  7.302  -0.074  2.979
H  5.293  -1.527  1.886
H  4.860  -2.222  -0.880
H  5.812  -1.227  -2.026
C  0.345  -0.244  -0.947
H  -0.072  -0.421  -1.941
H  0.354  -1.188  -0.388
H  1.923  0.889  -1.920
H  2.153  0.691  1.106
H  -1.978  -1.300  -0.843
H  -4.376  -1.332  -0.957
H  -7.710  0.140  -1.118
H  -6.393  -1.041  -1.176
H  -8.203  -1.374  0.638
H  -7.580  0.098  1.391
H  -5.299  -1.083  1.519
H  -6.567  -1.667  2.590
H  -5.818  -2.999  -0.058
H  -7.055  -3.548  1.067
H  -5.357  -3.556  1.546

Values from the calculation:
LUMO level: 0.0227 Ha
charge: 0
SMILES: CCCCOc1ccc(N2C[C@H](C(=O)NCc3ccco3)CC2=O)cc1
orbital gap: 8.448 eV
spin multiplicity: 1

#Q
Density functional theory data (ωB97M-V with the def2-TZVPD basis set) for the molecule C20H24N2O4.

Positions of all 50 atoms, in Å:
C  1.675  -2.020  3.292
C  2.794  -1.903  2.404
C  2.907  -0.621  1.451
C  1.957  -0.713  0.149
C  1.503  0.459  -0.551
C  2.011  1.878  -0.026
C  1.260  3.140  -0.693
O  -0.202  3.014  -0.660
C  1.833  3.555  -2.146
N  0.794  3.975  -3.127
C  0.535  0.203  -1.784
O  0.540  0.820  -2.880
C  -0.523  -1.005  -1.616
C  -1.989  -0.765  -2.197
O  -3.064  -1.028  -1.257
C  -2.880  -0.347  -0.020
C  -2.702  1.184  0.158
C  -2.548  1.863  1.560
C  -2.519  1.015  2.883
C  -2.700  -0.520  2.706
C  -2.897  -1.199  1.304
C  -0.049  -2.169  -0.965
C  -1.048  -3.407  -0.821
N  -0.295  -4.726  -0.867
C  1.475  -2.153  -0.416
O  2.210  -3.164  -0.467
H  0.992  -1.112  3.426
H  1.439  -2.982  3.873
H  3.604  -2.701  2.420
H  2.581  0.283  2.095
H  4.003  -0.407  1.171
H  1.870  2.002  1.117
H  3.151  1.982  -0.194
H  1.491  4.037  0.005
H  -0.519  3.684  -0.012
H  2.589  4.430  -2.093
H  2.427  2.660  -2.550
H  0.028  3.289  -3.197
H  0.334  4.858  -2.840
H  -2.173  -1.382  -3.142
H  -2.055  0.345  -2.516
H  -2.703  1.885  -0.745
H  -2.438  3.001  1.672
H  -2.378  1.489  3.920
H  -2.702  -1.166  3.661
H  -3.052  -2.327  1.322
H  -1.695  -3.396  0.118
H  -1.707  -3.414  -1.772
H  -0.201  -5.011  0.122
H  -0.961  -5.411  -1.273

Values from the calculation:
LUMO level: -0.0270 Ha
charge: 0
SMILES: C=CCC1=C(C[C@H](O)CN)C(=O)C(COc2ccccc2)=C(CN)C1=O
orbital gap: 8.007 eV
spin multiplicity: 1

Energy ordering: #P at the bottom, the next structure 0.4014 hartree above.

#P
Density functional theory data (ωB97M-V with the def2-TZVPD basis set) for a cluster of 2 separate species, C2H5PS in total.

Positions of all 9 atoms, in Å:
C  0.116  0.102  1.576
C  -0.901  -0.536  0.690
P  -0.124  -0.046  -2.548
S  -0.320  -1.625  1.890
H  1.148  0.266  1.372
H  -0.148  0.682  2.492
H  -0.417  -0.582  -0.344
H  1.034  0.562  -1.867
H  -0.389  1.178  -3.261

Values from the calculation:
LUMO level (spin up / spin down): 0.0354 / -0.0532 Ha
charge: 0
orbital gap (spin up / spin down): 9.384 / 8.036 eV
spin multiplicity: 3

#Q
Density functional theory data (ωB97M-V with the def2-TZVPD basis set) for the molecule C2H5PS.

Positions of all 9 atoms, in Å:
C  -0.494  1.467  0.025
C  -0.111  -1.178  -0.812
P  -0.997  3.061  0.154
S  -1.042  0.344  -1.162
H  0.112  0.950  0.913
H  -0.177  -1.834  -1.717
H  -0.508  -1.907  -0.142
H  0.939  -1.121  -0.789
H  -0.009  3.481  1.005

Values from the calculation:
LUMO level (spin up / spin down): 0.0315 / -0.0714 Ha
charge: 0
orbital gap (spin up / spin down): 6.938 / 7.578 eV
spin multiplicity: 3

Energy ordering: #Q at the bottom, the next structure 0.0345 hartree above.

#P
Density functional theory data (ωB97M-V with the def2-TZVPD basis set) for the molecule C10H7BrCl2O.

Positions of all 21 atoms, in Å:
C  -1.544  -0.338  -1.103
C  -1.429  -1.694  -1.351
C  -0.532  0.334  -0.441
C  -0.293  -2.368  -0.944
C  0.596  -0.330  0.032
C  0.697  -1.692  -0.253
C  2.394  2.360  0.175
C  1.491  1.805  1.252
C  1.685  0.359  0.771
C  2.875  0.973  -0.279
O  2.648  3.452  -0.217
Cl  4.513  0.648  0.296
Cl  2.695  0.564  -1.971
Br  2.223  -2.693  0.297
H  -2.420  0.203  -1.425
H  -2.210  -2.233  -1.867
H  -0.625  1.398  -0.294
H  -0.172  -3.417  -1.163
H  1.907  1.983  2.243
H  0.478  2.200  1.238
H  2.145  -0.302  1.504

Values from the calculation:
LUMO level: 0.0076 Ha
charge: 0
SMILES: O=C1C[C@@H](c2ccccc2Br)C1(Cl)Cl
orbital gap: 9.534 eV
spin multiplicity: 1

#Q
Density functional theory data (ωB97M-V with the def2-TZVPD basis set) for the molecule C10H7BrCl2O.

Positions of all 21 atoms, in Å:
C  -0.243  1.694  -0.923
C  -1.300  1.379  -1.697
C  0.335  0.734  0.043
C  -2.107  0.225  -1.404
C  -0.341  -0.663  -0.002
C  -1.576  -0.779  -0.652
C  2.311  -0.594  0.181
C  1.558  -1.317  1.235
C  0.289  -1.676  0.636
C  3.506  -0.972  -0.283
O  1.700  0.521  -0.341
Cl  4.390  -2.345  0.223
Cl  4.241  -0.270  -1.614
Br  -2.520  -2.500  -0.488
H  0.384  2.546  -1.048
H  -1.690  2.138  -2.397
H  0.460  0.887  1.158
H  -3.115  0.324  -1.921
H  2.222  -2.210  1.694
H  1.527  -0.767  2.180
H  0.080  -2.746  0.723

Values from the calculation:
LUMO level: -0.0220 Ha
charge: 0
SMILES: ClC(Cl)=C1CC=C2C(Br)=CC=C[C@@H]2O1
orbital gap: 7.811 eV
spin multiplicity: 1

Energy ordering: #P at the bottom, the next structure 0.0928 hartree above.

#P
Density functional theory data (ωB97M-V with the def2-TZVPD basis set) for the molecule O2S2.

Positions of all 4 atoms, in Å:
O  0.850  0.291  -0.038
O  -1.779  0.176  0.019
S  -0.549  -0.661  -0.003
S  2.452  -0.135  0.014

Values from the calculation:
LUMO level (spin up / spin down): -0.0832 / -0.0578 Ha
charge: 0
orbital gap (spin up / spin down): 7.223 / 8.234 eV
spin multiplicity: 1

#Q
Density functional theory data (ωB97M-V with the def2-TZVPD basis set) for a cluster of 2 separate species, O2S2 in total.

Positions of all 4 atoms, in Å:
O  0.827  -0.240  1.140
O  -0.864  0.982  -0.601
S  1.728  -0.739  -0.223
S  -1.690  -0.002  -0.317

Values from the calculation:
LUMO level: -0.1180 Ha
charge: 0
SMILES: O=S.O=S
orbital gap: 4.683 eV
spin multiplicity: 1

Energy ordering: #P at the bottom, the next structure 0.1546 hartree above.

#P
Density functional theory data (ωB97M-V with the def2-TZVPD basis set) for a cluster of 2 separate species, C3H2F2 in total.

Positions of all 7 atoms, in Å:
C  -2.257  0.049  -0.667
C  -1.204  0.158  -0.137
C  1.404  -0.021  0.508
F  1.840  1.070  -0.072
F  1.849  -1.065  -0.132
H  -3.233  0.011  -1.163
H  1.601  -0.203  1.663

Values from the calculation:
LUMO level (spin up / spin down): -0.0435 / -0.0736 Ha
charge: 0
orbital gap (spin up / spin down): 8.949 / 7.892 eV
spin multiplicity: 1

#Q
Density functional theory data (ωB97M-V with the def2-TZVPD basis set) for the molecule C3H2F2.

Positions of all 7 atoms, in Å:
C  -0.458  -0.138  0.530
C  0.215  0.080  -0.542
C  1.711  0.013  -0.368
F  2.364  1.120  0.091
F  2.200  -1.110  0.184
H  -0.184  -0.550  1.427
H  -0.191  0.565  -1.515

Values from the calculation:
LUMO level (spin up / spin down): 0.0035 / -0.0287 Ha
charge: 0
orbital gap (spin up / spin down): 9.852 / 8.040 eV
spin multiplicity: 1

Energy ordering: #Q at the bottom, the next structure 0.0720 hartree above.